{
  "formula": "C23H26AsCeN4O7S3",
  "method": "ωB97M-V with the def2-TZVPD basis set",
  "energy_ev": -150846.4876,
  "homo_lumo_gap_ha": 0.2268,
  "e_above_lowest_kcal_mol": 27.1,
  "charge": -2,
  "fmax_ha_per_bohr": 0.068,
  "spin_multiplicity": 2,
  "species": ["Ce", "C", "N", "C", "C", "N", "C", "C", "C", "C", "C", "C", "C", "S", "C", "C", "C", "C", "C", "C", "S", "H", "H", "H", "H", "H", "H", "H", "H", "H", "H", "H", "H", "H", "H", "H", "H", "H", "H", "O", "As", "O", "O", "C", "C", "C", "C", "C", "C", "S", "O", "O", "O", "H", "H", "H", "H", "H", "O", "C", "N", "N", "H", "H", "H"],
  "xyz": [[-0.1485, 0.5471, -0.1871], [2.8042, -1.9565, 1.6124], [1.4014, -2.1342, 1.2029], [1.2810, -3.1424, 0.1671], [1.8346, -2.6569, -1.1628], [1.0532, -1.6017, -1.8403], [-0.1513, -2.1685, -2.4488], [1.9277, -0.9333, -2.7881], [1.9479, -1.3274, -4.1208], [2.8113, -0.7387, -5.0366], [3.6800, 0.2484, -4.5953], [3.6679, 0.6398, -3.2634], [2.7952, 0.0771, -2.3200], [2.8034, 0.6152, -0.6530], [0.6157, -2.3438, 2.3781], [0.2195, -3.6111, 2.7827], [-0.5888, -3.7921, 3.9041], [-0.9848, -2.6775, 4.6294], [-0.5652, -1.4058, 4.2449], [0.2517, -1.1964, 3.1222], [0.7497, 0.4154, 2.6555], [3.2334, -2.9345, 1.8931], [2.8401, -1.2822, 2.4652], [3.3840, -1.4959, 0.8165], [0.2288, -3.4071, 0.0611], [1.8372, -4.0603, 0.4290], [1.9046, -3.5212, -1.8412], [2.8414, -2.2745, -1.0157], [0.0595, -3.0922, -3.0081], [-0.5986, -1.4362, -3.1188], [-0.8797, -2.4027, -1.6730], [1.2683, -2.0977, -4.4640], [2.7895, -1.0401, -6.0773], [4.3587, 0.7281, -5.2928], [4.3260, 1.4288, -2.9170], [0.5248, -4.4774, 2.2057], [-0.9014, -4.7887, 4.1965], [-1.6302, -2.7935, 5.4940], [-0.8909, -0.5254, 4.7883], [-3.6313, 3.4092, 1.2081], [-2.6449, 2.1152, 1.9027], [-2.5971, 2.3250, 3.5195], [-1.2165, 2.0564, 1.0101], [-3.8120, 0.6002, 1.5150], [-4.3952, 0.0252, 2.6328], [-5.3556, -0.9688, 2.4898], [-5.7592, -1.3742, 1.2269], [-5.1797, -0.8163, 0.0943], [-4.2007, 0.1597, 0.2359], [-3.2916, 0.6344, -1.2307], [-4.0475, 0.1939, -2.3727], [-3.0245, 2.0488, -1.1490], [-2.0472, -0.1789, -1.0321], [-3.4927, 3.3694, 0.2490], [-4.0802, 0.3789, 3.6076], [-5.7926, -1.4235, 3.3704], [-6.5203, -2.1386, 1.1198], [-5.4582, -1.1296, -0.9036], [0.0320, 2.6016, -4.4752], [0.0731, 2.1053, -3.3851], [0.1284, 1.6024, -2.3069], [-1.8743, -2.1503, 0.9284], [-1.9214, -3.1011, 1.2792], [-2.6458, -2.0023, 0.2879], [-2.0345, -1.5591, 1.7414]],
  "atomic_forces_ev_per_a": [[3.423, -0.495, 0.647], [-0.076, 0.007, -0.095], [0.235, -0.123, 0.150], [-0.082, 0.155, -0.007], [-0.025, 0.110, -0.009], [-0.036, -0.025, -0.053], [0.035, 0.027, 0.061], [-0.041, -0.137, -0.023], [0.003, 0.040, 0.016], [0.024, 0.043, 0.051], [-0.009, -0.008, 0.083], [-0.045, -0.016, 0.014], [0.013, 0.014, -0.040], [0.141, -0.006, -0.105], [-0.016, -0.013, -0.099], [-0.026, -0.026, 0.052], [0.025, 0.028, -0.036], [0.042, 0.136, -0.041], [-0.012, -0.077, -0.009], [0.052, 0.028, 0.048], [-0.091, -0.285, 0.430], [0.011, 0.021, 0.018], [-0.019, 0.013, -0.029], [-0.008, -0.025, -0.008], [-0.037, 0.003, 0.029], [0.002, -0.070, -0.016], [0.056, -0.051, -0.040], [0.030, 0.054, 0.003], [0.008, -0.018, -0.054], [-0.033, 0.021, 0.036], [0.024, -0.022, 0.035], [0.015, 0.021, 0.012], [0.008, 0.002, 0.009], [-0.016, 0.016, 0.024], [-0.018, -0.030, -0.038], [0.005, 0.026, -0.004], [-0.001, 0.018, -0.003], [0.008, 0.029, -0.005], [0.004, -0.045, 0.014], [0.243, 0.041, 0.075], [0.167, 0.625, 0.294], [-0.098, -0.126, -0.227], [-1.052, 0.657, 0.489], [-0.008, -0.060, -0.543], [-0.050, -0.057, -0.003], [-0.056, -0.060, -0.036], [-0.043, -0.018, 0.069], [0.140, 0.188, 0.064], [0.096, -0.137, 0.319], [-0.419, 0.002, -0.125], [-0.064, -0.194, 0.026], [-0.118, 0.017, -0.107], [-2.031, -0.336, -0.957], [-0.002, -0.078, -0.068], [-0.003, 0.006, 0.000], [-0.011, -0.003, 0.005], [0.011, 0.001, -0.002], [0.008, -0.014, 0.019], [-0.003, -0.013, 0.129], [0.044, -0.155, 0.178], [-0.262, 0.363, -0.595], [-0.117, 0.030, -0.065], [0.091, 0.023, 0.004], [-0.027, -0.018, 0.064], [-0.011, -0.024, -0.021]]
}

{
  "formula": "C23H26AuF3N4",
  "method": "ωB97M-V with the def2-TZVPD basis set",
  "energy_ev": -42071.7155,
  "homo_lumo_gap_ha": [0.2606, 0.2023],
  "fmax_ha_per_bohr": 0.084,
  "spin_multiplicity": 3,
  "species": ["Au", "C", "C", "C", "N", "C", "C", "C", "C", "C", "C", "C", "N", "C", "C", "C", "N", "C", "C", "C", "C", "C", "C", "C", "N", "C", "C", "H", "H", "H", "H", "H", "H", "H", "H", "H", "H", "H", "H", "H", "H", "H", "H", "H", "H", "H", "H", "H", "H", "H", "H", "H", "H", "F", "C", "F", "F"],
  "xyz": [[0.4052, -0.0906, 0.4896], [-2.6864, 1.1913, -0.3991], [-2.4130, 2.5893, 0.4744], [-1.1894, 2.5444, 1.2833], [-0.0731, 2.1081, 0.4235], [0.7447, 2.8658, -0.2619], [0.5495, 4.2379, -0.4263], [1.3431, 5.2216, -0.9231], [2.4708, 5.2121, -1.6609], [3.0777, 4.0026, -2.0788], [2.8269, 2.7269, -1.7348], [1.8870, 2.1376, -0.8309], [1.9199, 0.8056, -0.5722], [2.9806, -0.0231, -1.0229], [3.2972, -1.2551, -0.1799], [2.3799, -2.4416, -0.5452], [0.9577, -2.1726, -0.1235], [-0.0133, -3.0616, -0.1352], [0.1356, -4.4488, -0.5528], [-0.6510, -5.5748, -0.7061], [-2.0156, -5.7338, -0.4066], [-2.7317, -4.7433, 0.1840], [-2.4428, -3.4411, 0.5815], [-1.3769, -2.5486, 0.4143], [-1.3539, -1.3007, 0.7611], [-2.5680, -0.6235, 1.3282], [-3.3944, 0.0701, 0.3219], [-1.7916, 0.8099, -0.8638], [-3.3872, 1.5018, -1.2398], [-3.3609, 2.7505, 1.0196], [-2.4389, 3.4224, -0.2741], [-1.2134, 2.0055, 2.2456], [-0.9939, 3.5815, 1.6258], [-0.3899, 4.5757, 0.0942], [0.9149, 6.2142, -0.8382], [2.8091, 6.1465, -1.9821], [3.7399, 4.1754, -2.9098], [3.3996, 2.0036, -2.3660], [3.8634, 0.5425, -1.1022], [2.7922, -0.4199, -2.0795], [3.1363, -1.1067, 0.9264], [4.3382, -1.4708, -0.3180], [2.7122, -3.3543, 0.0511], [2.3892, -2.6677, -1.6229], [1.1278, -4.7239, -0.7896], [-0.1080, -6.4358, -1.1072], [-2.6083, -6.6499, -0.6733], [-3.8067, -4.9628, 0.4409], [-3.2730, -3.0375, 1.1043], [-2.1857, 0.1533, 1.9625], [-3.1841, -1.2128, 1.9938], [-4.1285, 0.5443, 0.9314], [-3.9153, -0.6783, -0.2343], [1.3430, 1.1648, 2.9745], [0.7828, -0.0292, 2.7034], [-0.3185, -0.1171, 3.5009], [1.6886, -0.9792, 3.1246]],
  "atomic_forces_ev_per_a": [[-0.591, -0.516, 0.079], [-1.259, 2.001, -0.894], [-2.869, -2.121, -2.426], [1.896, 1.779, 0.137], [-0.418, -1.186, 1.355], [0.023, -0.560, 0.549], [-1.771, -0.080, 1.615], [-1.178, 1.436, 0.068], [0.922, -2.578, -0.146], [-0.476, 2.967, -0.469], [-0.106, -2.438, -0.393], [0.748, -1.683, -0.681], [-0.124, 2.379, -0.125], [-0.120, -1.233, -1.415], [-1.894, -0.207, 1.037], [-0.766, -1.168, 1.329], [0.516, -0.170, -0.321], [-0.977, -0.514, 0.218], [0.091, 0.779, 0.398], [-0.888, 0.073, 0.131], [0.115, -1.164, -0.935], [-1.850, 0.729, 0.824], [-0.024, -0.123, -0.092], [2.381, -1.504, -0.834], [-1.627, 1.371, 0.873], [2.025, -0.371, 0.424], [-0.085, 0.541, 0.627], [0.403, 0.237, -0.213], [0.952, -0.204, 0.827], [0.526, -0.110, 0.307], [0.575, -0.696, 0.529], [-0.087, -0.370, -0.770], [0.086, -0.273, -0.025], [1.100, -0.149, -0.800], [-0.099, 0.094, 0.328], [0.792, 1.047, -0.711], [0.657, -0.324, -0.015], [-0.525, 0.549, 0.887], [1.302, 0.856, -0.032], [0.027, 0.575, 1.000], [0.281, 0.276, -1.024], [0.484, -0.506, -0.179], [-0.194, 0.914, -0.917], [0.141, -0.007, 0.261], [1.190, 0.292, -0.343], [-0.264, 0.210, 0.129], [1.128, 0.791, 0.308], [1.208, -0.135, -0.374], [-0.574, 0.627, 0.300], [0.405, 0.220, 0.529], [0.036, -0.707, -0.017], [-1.152, 0.409, 0.416], [-0.229, -0.185, -1.216], [0.008, -0.090, 0.067], [0.453, -0.204, 0.563], [0.617, -0.204, -0.418], [-0.944, 0.631, -0.335]]
}

{
  "formula": "C23H26BrGe2IO6PdS",
  "method": "ωB97M-V with the def2-TZVPD basis set",
  "energy_ev": -242035.5779,
  "homo_lumo_gap_ha": [0.2761, 0.1883],
  "e_above_lowest_kcal_mol": 43.0,
  "charge": 1,
  "fmax_ha_per_bohr": 0.010,
  "spin_multiplicity": 6,
  "species": ["Pd", "O", "S", "O", "O", "O", "Br", "C", "C", "C", "C", "C", "C", "I", "H", "H", "H", "H", "C", "O", "C", "O", "H", "H", "H", "C", "Ge", "C", "C", "Ge", "C", "C", "C", "C", "C", "C", "C", "C", "C", "C", "C", "C", "H", "H", "H", "H", "H", "H", "H", "H", "H", "H", "H", "H", "H", "H", "H", "H", "H", "H", "H"],
  "xyz": [[1.3778, 1.3251, 0.8758], [3.4961, -1.0356, 3.5420], [2.7213, -0.4200, 2.5329], [3.3005, 0.7673, 1.8637], [1.3096, -0.0479, 2.9024], [2.4174, -1.4530, 1.3651], [0.5476, -0.4046, -4.1033], [1.1284, 1.3906, -4.0100], [0.6778, 2.2650, -4.9890], [1.1069, 3.5811, -4.9880], [1.9921, 4.0280, -4.0192], [2.4409, 3.1586, -3.0402], [2.0019, 1.8386, -3.0265], [2.7402, 0.5947, -1.5252], [0.0012, 1.9069, -5.7517], [0.7531, 4.2547, -5.7567], [2.3354, 5.0529, -4.0204], [3.1253, 3.5034, -2.2790], [0.6482, 5.4031, 2.0407], [0.7262, 3.9492, 1.8663], [1.1020, 3.5005, 0.6987], [1.3527, 4.0784, -0.3097], [-0.3973, 5.6505, 2.1981], [1.0420, 5.9010, 1.1601], [1.2358, 5.6340, 2.9231], [-4.4587, 0.4994, -0.1961], [-2.5431, 0.4839, 0.2101], [-2.2175, 1.3299, 1.9533], [-1.5581, 1.4315, -1.2021], [0.5878, -1.2416, 1.0104], [-0.2825, -2.5313, 2.2624], [-1.6709, -2.5953, 2.3979], [-2.1984, -3.2750, 3.4813], [-1.3508, -3.9504, 4.3520], [0.0283, -3.9528, 4.1497], [0.5763, -3.2814, 3.0745], [0.4450, -2.6969, -0.3600], [-0.4679, -2.5849, -1.4119], [-0.3264, -3.4240, -2.5013], [0.6644, -4.4003, -2.5042], [1.5246, -4.5482, -1.4229], [1.4002, -3.7196, -0.3217], [-4.7907, 1.5410, -0.1993], [-5.0359, -0.0371, 0.5541], [-4.6716, 0.0708, -1.1734], [-2.2971, 2.4110, 1.8054], [-1.2409, 1.1235, 2.3953], [-2.9807, 1.0237, 2.6676], [-1.9927, 2.4349, -1.2542], [-1.6651, 0.9577, -2.1755], [-0.4866, 1.5514, -1.0117], [-2.3215, -2.0949, 1.6905], [-3.2685, -3.2957, 3.6372], [-1.7672, -4.5045, 5.1827], [0.6762, -4.4848, 4.8330], [1.6486, -3.2781, 2.9314], [-1.2460, -1.8317, -1.3955], [-0.9911, -3.3287, -3.3500], [0.7514, -5.0691, -3.3502], [2.2820, -5.3202, -1.4350], [2.0617, -3.8348, 0.5257]],
  "atomic_forces_ev_per_a": [[0.215, 0.058, -0.350], [0.142, -0.042, 0.022], [-0.391, 0.118, -0.192], [-0.118, -0.070, -0.153], [-0.050, -0.022, 0.299], [-0.041, -0.163, 0.183], [-0.016, 0.001, 0.070], [-0.005, -0.039, -0.038], [0.017, -0.007, 0.032], [-0.001, 0.036, -0.022], [-0.020, -0.024, 0.007], [0.000, -0.081, 0.061], [-0.015, 0.162, -0.137], [-0.023, 0.036, 0.097], [-0.004, -0.013, -0.001], [0.002, 0.006, 0.002], [0.010, 0.007, -0.001], [0.000, 0.004, 0.006], [-0.009, -0.041, 0.019], [0.016, 0.073, 0.054], [-0.099, -0.040, 0.057], [0.010, -0.025, 0.001], [0.008, 0.003, -0.006], [0.001, -0.002, 0.003], [-0.011, 0.006, -0.005], [-0.008, 0.121, -0.009], [0.008, -0.172, 0.006], [0.004, 0.103, 0.023], [0.019, 0.181, 0.012], [0.487, 0.053, 0.161], [-0.055, 0.016, -0.122], [-0.070, -0.053, -0.017], [-0.040, 0.012, -0.054], [0.027, -0.013, 0.004], [0.017, -0.035, 0.014], [-0.015, 0.011, 0.115], [0.017, 0.031, -0.104], [-0.079, -0.090, 0.064], [-0.080, -0.011, -0.007], [-0.001, -0.035, -0.032], [0.037, -0.032, 0.070], [0.044, 0.016, -0.068], [-0.031, -0.013, -0.010], [0.035, -0.022, 0.034], [0.045, -0.017, -0.018], [0.002, -0.002, 0.058], [0.016, -0.040, -0.068], [-0.015, -0.010, -0.006], [0.056, 0.007, -0.063], [-0.052, -0.055, -0.036], [-0.019, -0.054, 0.060], [0.024, 0.019, 0.009], [-0.001, 0.006, -0.006], [-0.006, 0.007, 0.009], [0.008, -0.002, -0.002], [0.000, 0.034, -0.040], [0.006, 0.035, 0.001], [-0.023, 0.025, 0.011], [0.008, 0.006, -0.011], [0.005, 0.003, 0.023], [0.013, 0.028, -0.009]]
}